P:
{
  "formula": "C6H8O2",
  "method": "wB97M-V/def2-TZVPD",
  "e_lumo_ev": -0.229,
  "orbital_gap_ev": 8.46,
  "homo_ev": -8.7,
  "multiplicity": 1,
  "species": ["C", "C", "C", "C", "C", "C", "O", "O", "H", "H", "H", "H", "H", "H", "H", "H"],
  "coordinates": [[1.403, 1.081, -1.139], [-0.479, -1.381, -0.938], [-0.986, 1.532, 1.044], [-0.332, -0.306, 0.103], [-0.871, 0.485, 2.126], [-0.458, -0.647, 1.554], [-1.212, 0.771, -0.087], [0.997, 0.553, 0.112], [-1.032, 0.690, 3.171], [-0.012, -1.522, 1.993], [0.566, 1.568, -1.649], [2.186, 1.812, -0.944], [1.800, 0.296, -1.787], [-1.356, -1.986, -0.704], [-0.620, -0.932, -1.918], [0.403, -2.014, -0.935]]
}

=====

Q:
{
  "formula": "C6H8O2",
  "method": "wB97M-V/def2-TZVPD",
  "e_lumo_ev": [-0.502, 0.422],
  "orbital_gap_ev": [6.15, 9.11],
  "homo_ev": [-6.7, -8.7],
  "multiplicity": 1,
  "species": ["C", "C", "C", "C", "C", "C", "O", "O", "H", "H", "H", "H", "H", "H", "H", "H"],
  "coordinates": [[0.295, 0.099, -1.269], [0.923, 0.695, -2.191], [1.740, 1.623, -3.793], [-0.279, -0.599, -0.278], [-1.001, -0.330, 3.070], [-1.659, -0.742, 1.772], [2.842, 0.971, -3.976], [-0.947, -0.019, 0.749], [1.884, 2.631, -3.452], [-0.019, -1.621, -0.292], [-1.241, 0.771, 3.435], [-1.095, -1.084, 3.836], [0.065, -0.222, 3.071], [-2.707, -0.416, 1.784], [-1.610, -1.804, 1.695], [2.808, 0.047, -4.160]]
}

=====

R:
{
  "formula": "C6H8O2",
  "method": "wB97M-V/def2-TZVPD",
  "e_lumo_ev": 0.974,
  "orbital_gap_ev": 10.13,
  "homo_ev": -9.2,
  "smiles": "C[C@@]12O[C@@H]1[C@@H]1C[C@H]2O1",
  "multiplicity": 1,
  "species": ["C", "C", "O", "C", "C", "C", "C", "O", "H", "H", "H", "H", "H", "H", "H", "H"],
  "coordinates": [[-1.962, -0.619, 0.976], [-0.493, -0.428, 0.457], [0.558, -1.365, 0.455], [0.101, -0.919, -0.726], [0.839, 0.353, -1.177], [1.459, 0.777, 0.152], [0.032, 0.979, 0.610], [-0.233, 1.263, -0.926], [-2.303, -1.666, 0.855], [-2.014, -0.412, 2.015], [-2.642, 0.151, 0.225], [-0.448, -1.676, -1.214], [1.383, 0.407, -2.063], [1.983, 1.716, -0.016], [2.067, -0.062, 0.691], [-0.475, 1.505, 1.526]]
}

=====

S:
{
  "formula": "C6H8O2",
  "method": "wB97M-V/def2-TZVPD",
  "e_lumo_ev": 0.731,
  "orbital_gap_ev": 9.40,
  "homo_ev": -8.7,
  "smiles": "COC1=CCC(=O)C1",
  "multiplicity": 1,
  "species": ["C", "O", "C", "C", "C", "C", "O", "C", "H", "H", "H", "H", "H", "H", "H", "H"],
  "coordinates": [[0.864, 0.826, 2.175], [-0.393, 0.009, 1.852], [-0.284, -0.399, 0.541], [-1.222, -1.241, -0.114], [-0.942, -1.044, -1.552], [0.067, -0.073, -1.869], [0.743, 0.151, -2.841], [0.350, 0.670, -0.471], [1.767, 0.523, 1.669], [0.837, 1.747, 1.741], [1.145, 0.732, 3.245], [-2.036, -1.715, 0.633], [-1.680, -0.433, -2.095], [-0.754, -1.878, -2.150], [1.447, 0.526, -0.356], [0.091, 1.598, -0.407]]
}

=====

Which one sits at the bottom of the stability order? Q does.

=====

P:
{
  "formula": "C6H8O2",
  "method": "wB97M-V/def2-TZVPD",
  "e_lumo_ev": 1.029,
  "orbital_gap_ev": 9.98,
  "homo_ev": -9.0,
  "smiles": "C1=C\\OCO/C=C\\C/1",
  "multiplicity": 1,
  "species": ["C", "C", "O", "C", "O", "C", "C", "C", "H", "H", "H", "H", "H", "H", "H", "H"],
  "coordinates": [[1.426, -0.904, 0.352], [0.387, -1.698, 0.077], [-0.524, -1.131, -0.723], [-1.688, -0.708, -0.089], [-1.470, 0.421, 0.779], [-0.886, 1.430, 0.109], [0.415, 1.525, -0.255], [1.601, 0.667, -0.074], [2.054, -1.257, 1.301], [0.304, -2.780, 0.365], [-2.297, -0.331, -1.007], [-2.332, -1.566, 0.360], [-1.832, 2.044, -0.219], [0.574, 2.468, -0.782], [2.111, 0.792, -0.984], [2.155, 1.029, 0.791]]
}

=====

Q:
{
  "formula": "C6H8O2",
  "method": "wB97M-V/def2-TZVPD",
  "e_lumo_ev": 0.734,
  "orbital_gap_ev": 8.86,
  "homo_ev": -8.1,
  "multiplicity": 1,
  "species": ["C", "C", "C", "C", "C", "C", "H", "H", "H", "H", "H", "H", "H", "H", "O", "O"],
  "coordinates": [[0.382, -1.050, 2.553], [-0.927, -0.584, 2.333], [-0.635, -0.395, 0.224], [-1.077, 0.533, -0.729], [0.408, 0.514, -2.701], [1.356, 1.264, -2.047], [0.616, -1.749, 3.413], [1.420, -0.649, 1.849], [-1.479, -0.508, 3.245], [0.163, -1.377, 0.039], [-1.936, 1.499, -0.713], [-0.028, 0.228, -3.767], [1.553, 0.883, -0.616], [2.330, 1.729, -2.459], [-1.478, -0.171, 1.309], [-0.667, -0.168, -1.932]]
}

=====

R:
{
  "formula": "C6H8O2",
  "method": "wB97M-V/def2-TZVPD",
  "e_lumo_ev": 0.438,
  "orbital_gap_ev": 9.25,
  "homo_ev": -8.8,
  "multiplicity": 1,
  "species": ["C", "C", "C", "C", "C", "C", "H", "H", "H", "H", "H", "H", "H", "H", "O", "O"],
  "coordinates": [[0.920, -0.118, -0.515], [-0.019, 1.280, -0.449], [-0.820, 0.233, 0.553], [0.467, -0.485, 0.985], [-1.272, -0.921, -0.411], [-0.124, -1.093, -1.194], [3.080, -0.561, -0.084], [-0.467, 1.567, -1.304], [0.357, 2.110, 0.321], [-2.626, 0.880, 1.118], [1.202, 0.081, 1.671], [0.624, -1.597, 1.191], [-2.246, -1.286, -0.415], [0.054, -1.716, -2.106], [2.287, 0.123, -0.750], [-1.647, 0.771, 1.474]]
}

=====

Which one sits at the bottom of the stability order? Q does.